Entry from OMol25: a 9-piece molecular cluster, C28H81N7O9 overall at a distorted geometry (the ωB97M-V functional and the def2-TZVPD basis).

ORCA input file:
```
! wB97M-V def2-TZVPD RIJCOSX def2/J DEFGRID3
* xyz 0 1
C 5.63165 1.78911 1.83027
O 5.63543 2.98302 2.56226
C 4.38651 3.20990 3.25134
C 4.42668 4.52158 4.11829
C 4.57320 5.81999 3.26856
N 5.49404 4.45349 5.12331
H 5.76799 0.87093 2.41047
H 6.54220 1.71763 1.23412
H 4.72901 1.61795 1.24129
H 3.54551 3.39654 2.58041
H 4.08433 2.43123 3.95299
H 3.54550 4.63627 4.75004
H 4.58284 6.64727 3.97855
H 3.81585 5.90421 2.48971
H 5.55783 5.85746 2.80016
H 6.39112 4.55591 4.66224
H 5.58265 5.22929 5.76743
C 2.11319 -1.69170 -4.87528
O 3.36789 -1.95883 -4.30455
C 4.50998 -1.72411 -5.06822
C 5.53246 -2.76596 -4.67168
C 6.87678 -2.59266 -5.42693
N 5.06934 -4.11815 -4.99334
H 1.96874 -2.10978 -5.87517
H 1.88193 -0.62531 -4.87419
H 1.32229 -2.25282 -4.37577
H 4.15754 -1.73458 -6.10174
H 4.78639 -0.70857 -4.77281
H 5.74318 -2.67201 -3.60395
H 6.65406 -2.33365 -6.46432
H 7.57110 -3.43012 -5.47557
H 7.39825 -1.69196 -5.09850
H 5.80695 -4.78834 -4.83182
H 4.29753 -4.22532 -4.34731
C -0.73626 2.78021 -1.76803
O -1.51079 3.87368 -1.21506
C -2.63175 4.15833 -2.07006
C -3.61300 5.06844 -1.32490
C -4.82593 5.47579 -2.18486
N -2.90379 6.30188 -0.82776
H 0.14348 2.70044 -1.12981
H -0.45707 2.88122 -2.81637
H -1.34987 1.90877 -1.53306
H -2.31526 4.73568 -2.94325
H -3.07933 3.22515 -2.41799
H -3.93774 4.55600 -0.41834
H -4.58610 6.03590 -3.08862
H -5.55361 6.01211 -1.57567
H -5.41862 4.61319 -2.49591
H -2.46434 6.56961 -1.70258
H -2.10826 6.08063 -0.24213
C -3.17451 -8.79521 -3.33307
O -2.70157 -7.58289 -2.82748
C -2.28203 -6.69483 -3.86311
C -1.82061 -5.29014 -3.29967
C -1.32855 -4.36318 -4.40419
N -0.76028 -5.48945 -2.28102
H -3.91533 -8.76515 -4.13434
H -3.53189 -9.48740 -2.57188
H -2.26961 -9.23763 -3.76073
H -1.47624 -7.09227 -4.48605
H -3.07860 -6.49196 -4.58336
H -2.63514 -4.80857 -2.75820
H -1.75765 -4.44974 -5.40297
H -0.26585 -4.60399 -4.46906
H -1.40568 -3.29213 -4.21567
H -0.97341 -6.28012 -1.68092
H 0.09510 -5.94780 -2.57971
C -0.98870 -2.33978 4.11124
O -1.81325 -2.07343 3.01306
C -1.90948 -3.11042 2.07459
C -2.97122 -2.79702 1.03039
C -4.36802 -2.91339 1.62760
N -2.86932 -3.63987 -0.13075
H 0.06340 -2.38009 3.81691
H -1.29839 -3.22758 4.66566
H -1.02909 -1.53044 4.84111
H -0.92261 -3.03367 1.60368
H -1.97771 -4.08830 2.55758
H -2.84298 -1.71803 0.92412
H -5.04883 -3.02651 0.78390
H -4.55081 -1.96275 2.12719
H -4.45462 -3.77379 2.29156
H -1.87934 -3.67330 -0.35366
H -2.99986 -4.60548 0.14932
C 0.27173 -1.52598 -1.60519
O 0.21606 -0.61365 -0.50657
C 1.42343 -0.68564 0.24966
C 1.38300 0.24197 1.51079
C 2.33828 -0.08572 2.64110
N 0.01473 0.20614 2.04637
H 0.73964 -2.46362 -1.30499
H 0.74471 -0.99348 -2.43068
H -0.76495 -1.73078 -1.87442
H 1.57040 -1.68778 0.65936
H 2.25436 -0.29774 -0.34278
H 1.53849 1.23920 1.09611
H 3.30526 -0.45492 2.29493
H 1.89633 -0.80532 3.33083
H 2.62116 0.78603 3.23127
H -0.11033 -0.70900 2.46181
H -0.62543 0.10882 1.26659
C -5.57284 3.63143 4.37422
O -4.87291 2.44485 3.98804
C -3.57382 2.72295 3.63008
C -3.48322 3.10479 2.11660
C -3.67177 1.95999 1.09230
N -2.29469 3.82897 1.84847
H -5.34826 3.90029 5.40940
H -6.63238 3.38530 4.32347
H -5.29866 4.52629 3.81423
H -3.15160 3.48083 4.29406
H -2.91191 1.86273 3.75878
H -4.32158 3.79298 1.97608
H -2.88575 1.20343 1.08368
H -3.85160 2.29413 0.07049
H -4.58648 1.43728 1.38393
H -2.00958 3.78672 0.87956
H -1.50003 3.47383 2.37001
O 1.66144 2.93306 5.13848
H 1.13872 2.23457 5.54021
H 2.49980 2.90702 5.60583
O 0.28782 2.93265 2.73544
H 0.73500 2.97633 3.58797
H -0.03158 2.02242 2.66651
*
```

## Properties
orbital gap	8.19	eV
energy above the lowest of the compared OMol25 structures with the same formula, charge and spin	306.2	kJ/mol



Entry from OMol25: a 2-piece molecular cluster, C9H14O overall at a distorted geometry (the ωB97M-V functional and the def2-TZVPD basis).

ORCA input file:
```
! wB97M-V def2-TZVPD RIJCOSX def2/J DEFGRID3
* xyz 0 1
C -2.07373 1.48722 -1.54913
C -1.47380 0.36382 -0.74656
C -2.28391 -0.65878 -0.26869
C -1.73706 -1.73732 0.40022
C -0.38293 -1.71336 0.68316
O 0.23325 -2.77443 1.30366
C 0.43393 -0.66186 0.32348
C -0.11653 0.37073 -0.44754
H -1.41534 2.33918 -1.70975
H -2.96754 1.80320 -0.99808
H -2.48058 1.27101 -2.54083
H -3.35080 -0.57853 -0.43561
H -2.39238 -2.55538 0.66601
H -0.40204 -3.36830 1.72838
H 1.49055 -0.69624 0.51502
H 0.50712 1.16050 -0.82090
C 2.98477 2.66384 0.66733
C 2.96634 1.52413 -0.39598
H 3.98061 2.91819 1.04653
H 2.54165 3.57716 0.28905
H 2.55111 2.28547 1.59413
H 3.97670 1.34745 -0.76999
H 2.31161 1.86133 -1.18440
H 2.76593 0.63250 0.17638
*
```

## Properties
orbital gap	9.26	eV
energy above the lowest of the compared OMol25 structures with the same formula, charge and spin	68.9	kJ/mol



Entry from OMol25: a 2-piece molecular cluster, C32H48BF3NO8S overall at a distorted geometry (the ωB97M-V functional and the def2-TZVPD basis).

ORCA input file:
```
! wB97M-V def2-TZVPD RIJCOSX def2/J DEFGRID3
* xyz -1 1
C -1.28133 7.16020 -1.83447
C -2.01412 6.23752 -0.70716
C -2.78240 4.96994 -1.35276
C -1.81407 3.66511 -1.52176
C -2.20214 2.95855 -2.91683
C -1.56113 1.46837 -3.07584
C -2.66682 0.36224 -3.49482
C -2.43650 -1.07599 -2.81253
C -2.30915 -1.00543 -1.20902
C -3.47203 -0.13457 -0.49772
C -3.99668 -0.97294 0.77222
C -3.08372 -0.73750 2.09289
C -1.89552 -1.85139 2.20336
C -1.77484 -2.47371 3.69817
C -0.51520 -1.85561 4.47102
C 0.90651 -2.43467 4.02377
C 2.06556 -1.73790 4.52457
C 1.99607 -0.42599 5.44073
O 3.14932 0.43475 5.34853
C 3.29036 1.01935 4.03470
C 2.19140 2.14444 3.67385
C 3.50595 -2.29666 4.15427
O 4.55416 -2.10062 4.85109
C 3.70396 -3.21972 2.84749
B 5.20851 -3.26931 2.22988
N 6.36461 -3.82788 3.00203
O 5.50135 -2.73337 0.91725
C 2.57061 -3.91591 2.33524
C 2.70514 -4.89369 1.06338
O 2.46736 -4.23219 -0.20545
C 3.39347 -4.63163 -1.20854
C 3.95281 -3.49829 -2.14624
C 4.95888 -3.80265 -3.31239
C 5.45469 -5.28081 -3.53296
C 4.90954 -6.44045 -2.62206
C 3.87416 -6.07417 -1.49237
C 1.15928 -3.69716 3.09523
O 0.31314 -4.63282 2.90986
H -0.15778 7.26449 -1.62047
H -1.70499 8.23128 -1.80999
H -1.47456 6.67963 -2.86019
H -2.78697 6.92330 -0.18215
H -1.28182 5.91971 0.12232
H -3.16503 5.27290 -2.39489
H -3.64904 4.71458 -0.64868
H -0.71276 4.00991 -1.61692
H -1.92600 2.93981 -0.62572
H -1.83957 3.63648 -3.77154
H -3.34638 2.89982 -2.96983
H -0.78530 1.49513 -3.92964
H -0.98175 1.20125 -2.12031
H -3.69861 0.78765 -3.24669
H -2.61272 0.24835 -4.64188
H -1.46540 -1.57539 -3.19407
H -3.29586 -1.78720 -3.12656
H -2.37205 -2.06444 -0.75690
H -1.30777 -0.55018 -0.90052
H -4.37679 -0.04332 -1.21507
H -3.08561 0.91791 -0.22199
H -4.12515 -2.09428 0.57787
H -5.03969 -0.53888 1.03480
H -2.66270 0.33860 2.05588
H -3.80527 -0.77469 2.98544
H -2.07021 -2.68669 1.44698
H -0.90019 -1.28439 2.02533
H -1.84341 -3.61583 3.72643
H -2.71487 -2.09591 4.26306
H -0.51519 -0.71789 4.25653
H -0.58005 -2.00553 5.61787
H 1.05785 0.21078 5.28618
H 1.95346 -0.78633 6.54130
H 3.30183 0.27020 3.17071
H 4.32917 1.52932 4.02347
H 1.62681 2.55034 4.57879
H 2.74163 2.97220 3.08499
H 1.43977 1.66346 2.94453
H 7.05280 -4.13286 2.27962
H 6.82696 -3.08828 3.56590
H 4.68276 -2.32324 0.55171
H 1.85597 -5.67288 1.18775
H 3.68033 -5.48266 1.12908
H 3.61366 -2.41712 -2.00572
H 5.33892 -2.97511 -4.00115
H 6.21723 -5.52860 -4.36193
H 5.27000 -7.52318 -2.78307
H 3.50846 -6.94911 -0.86187
C -5.25207 6.84169 -5.77154
F -4.88805 7.91644 -5.02661
F -6.59803 6.73296 -5.63584
F -5.03533 7.19366 -7.06405
S -4.34948 5.28815 -5.28534
O -4.68986 5.06045 -3.88277
O -2.93443 5.58430 -5.49218
O -4.85801 4.25179 -6.17706
*
```

## Properties
orbital gap	5.73	eV



Entry from OMol25: C34H78MnN11O14 as an isolated structure at a distorted geometry (the ωB97M-V functional and the def2-TZVPD basis).

ORCA input file:
```
! wB97M-V def2-TZVPD RIJCOSX def2/J DEFGRID3
* xyz 1 6
Mn -0.63830 2.06734 2.81325
O 0.48606 -0.09320 -0.52775
C -0.01678 0.53090 0.53918
O 0.71666 0.86178 1.51050
O -1.19741 0.80785 0.64013
H -0.24918 -0.15764 -1.14164
C 1.29291 2.49212 6.38780
C 1.73621 1.94677 5.03984
O 0.94615 2.01546 4.07650
N 2.91059 1.33595 4.94405
C 3.48298 0.68597 3.77061
H 0.32225 2.98797 6.38110
H 2.02088 3.14263 6.87256
H 1.14286 1.60150 6.99802
H 3.52800 1.40253 5.74059
H 2.66111 0.09954 3.35983
H 4.18266 -0.05737 4.15271
H 3.92683 1.31106 2.99578
C 1.64545 -3.16007 1.37898
C 0.49560 -4.20494 1.24248
O -0.34359 -4.25128 2.09952
N 0.52816 -4.92484 0.14225
C -0.40144 -6.02907 -0.15558
H 2.42041 -3.28290 0.62238
H 2.06209 -3.16593 2.38619
H 1.32238 -2.12357 1.28206
H 1.25070 -4.72387 -0.53426
H -1.20986 -6.09906 0.57220
H 0.19586 -6.93264 -0.27760
H -0.95923 -5.84213 -1.07320
C -2.20102 -1.04283 -5.54758
C -1.93737 -1.47762 -4.05451
O -1.64866 -0.63604 -3.24144
N -2.01307 -2.73604 -3.68182
C -1.76209 -3.20540 -2.36025
H -2.07324 -1.87899 -6.23504
H -1.55172 -0.24225 -5.90197
H -3.22433 -0.69754 -5.69490
H -2.31534 -3.42775 -4.35285
H -1.88373 -4.28624 -2.28876
H -2.43690 -2.68375 -1.68156
H -0.70005 -3.01819 -2.20177
C -4.56288 1.50540 1.14625
C -3.97004 2.64929 1.95794
O -2.80861 2.57915 2.27708
N -4.78217 3.72354 2.23566
C -4.27855 5.04637 2.65052
H -3.78144 0.74725 1.09477
H -4.68190 1.93195 0.15026
H -5.48293 1.17975 1.63160
H -5.77244 3.53800 2.16466
H -3.23906 5.06480 2.97796
H -4.99091 5.41272 3.38972
H -4.26274 5.74693 1.81561
C 3.13239 -2.50414 -2.06622
C 2.27418 -3.50787 -2.78490
O 1.91898 -4.60641 -2.26205
N 1.86529 -3.06666 -3.99268
C 1.03081 -3.76431 -4.93724
H 3.99431 -2.94761 -1.56768
H 2.49431 -1.99288 -1.34540
H 3.44143 -1.77793 -2.81802
H 2.17920 -2.12718 -4.19001
H 1.54001 -3.63408 -5.89215
H 0.06394 -3.28356 -5.08608
H 0.90014 -4.82118 -4.70475
C 4.79469 0.94524 -5.59568
C 3.56349 0.18522 -5.25242
O 3.56191 -1.03565 -5.30264
N 2.43172 0.88588 -4.94858
C 1.20664 0.23861 -4.55676
H 4.47836 1.86040 -6.09620
H 5.49736 0.37244 -6.20086
H 5.37792 1.17155 -4.70309
H 2.41842 1.83203 -5.30178
H 1.23137 -0.06966 -3.51156
H 1.00769 -0.65846 -5.14308
H 0.36065 0.92336 -4.61602
C -0.22535 6.06646 1.06958
C 0.60764 4.85890 1.51910
O 0.03207 3.89183 2.00723
N 1.89847 4.85564 1.14064
C 2.81875 3.72108 1.31306
H -0.08237 6.87381 1.78779
H -1.29358 5.85253 1.10441
H 0.21933 6.48019 0.16448
H 2.23713 5.68817 0.67988
H 3.55955 3.77990 0.51567
H 2.29585 2.76545 1.27509
H 3.18752 3.81138 2.33481
C -0.94477 2.64598 -2.23967
C -1.21932 3.62544 -3.35175
O -0.36332 4.47244 -3.60867
N -2.26190 3.52462 -4.13967
C -3.29560 2.53438 -4.20526
H -0.91032 3.24682 -1.33089
H 0.05199 2.23105 -2.38941
H -1.69850 1.87205 -2.09468
H -2.30784 4.28190 -4.80639
H -4.19287 2.88869 -4.71266
H -3.65361 2.36904 -3.18909
H -2.99232 1.56779 -4.60756
C -5.71280 -2.96304 3.76355
C -5.10309 -2.31652 2.54120
O -5.85415 -1.78568 1.73756
N -3.80465 -2.47774 2.27500
C -3.10923 -1.88231 1.18234
H -4.93939 -3.43385 4.37042
H -6.50759 -3.62166 3.41335
H -6.16818 -2.13303 4.30374
H -3.27577 -3.04846 2.91895
H -3.71903 -1.41735 0.40770
H -2.31007 -2.52752 0.81747
H -2.55623 -1.09701 1.69770
C 3.93161 0.31939 0.05463
C 5.10878 -0.65607 -0.10098
O 5.09423 -1.68668 0.53453
N 6.07618 -0.28909 -0.95034
C 7.29191 -0.96950 -1.27167
H 3.25112 -0.05095 0.82136
H 3.39734 0.30780 -0.89539
H 4.42524 1.25071 0.33223
H 5.91961 0.59584 -1.41128
H 7.43424 -1.90208 -0.72566
H 8.09041 -0.34681 -0.86824
H 7.41126 -1.07535 -2.34993
C -0.36760 -1.56862 4.19348
C -1.55566 -0.70846 4.38008
O -1.52487 0.35364 3.79729
N -2.54829 -1.12047 5.14609
C -3.73371 -0.36350 5.44270
H -0.69792 -2.54496 3.83885
H 0.11616 -1.85046 5.12871
H 0.35729 -1.09345 3.53252
H -2.45638 -2.07559 5.46138
H -3.74082 0.62642 4.98650
H -3.66046 -0.22795 6.52175
H -4.69115 -0.77568 5.12409
*
```

## Properties
orbital gap (spin up / spin down)	8.90 / 8.86	eV
energy above the lowest of the compared OMol25 structures with the same formula, charge and spin	137.5	kJ/mol



Entry from OMol25: C21H49AsCuF6N8O10 as an isolated structure at a distorted geometry (the ωB97M-V functional and the def2-TZVPD basis).

ORCA input file:
```
! wB97M-V def2-TZVPD RIJCOSX def2/J DEFGRID3
* xyz 0 2
Cu 0.38953 0.01600 0.18187
As -1.21874 5.84930 -0.40455
F -0.60035 4.22547 -0.96383
F -0.40724 6.70999 -1.70620
F -1.76215 7.51771 0.13420
F -2.19839 5.23576 0.92440
F 0.25709 6.03586 0.70917
F -2.62473 5.59576 -1.49649
N -2.62835 -0.76020 1.69741
O -1.80165 -0.22492 0.92150
O -2.20990 -1.55071 2.53037
O -3.82536 -0.55159 1.57664
C 0.01304 -3.20160 -2.43606
C -0.18711 -3.07926 -0.95992
O 0.12076 -2.07138 -0.36970
N -0.62663 -4.20784 -0.46960
C -0.93792 -4.39008 0.95798
H 0.97237 -2.75831 -2.70301
H -0.77359 -2.68541 -2.98638
H 0.14130 -4.26515 -2.63735
H -1.15591 -4.70033 -1.17488
H -0.52807 -5.35293 1.26304
H -1.96448 -4.59552 1.26139
H -0.56509 -3.60804 1.61943
C -4.33501 -1.68766 -1.29081
C -5.68092 -2.13652 -0.74232
O -6.02946 -1.60678 0.34013
N -6.31250 -3.12372 -1.33447
C -7.64766 -3.41154 -1.06728
H -4.17425 -2.19931 -2.23974
H -3.42666 -1.93723 -0.74245
H -4.37251 -0.64221 -1.59700
H -5.98061 -3.45130 -2.23037
H -7.95091 -3.53633 -0.02777
H -8.02735 -4.21566 -1.69763
H -8.21069 -2.58734 -1.50520
C -2.54294 1.54124 -2.56162
C -1.20198 0.91699 -2.66706
O -0.71763 0.48005 -1.65331
N -0.48518 0.89939 -3.73761
C 0.76345 0.21082 -3.85754
H -2.41452 2.18127 -1.68871
H -3.38667 0.95588 -2.19614
H -2.80413 2.17630 -3.40813
H -0.90364 1.23987 -4.59146
H 1.29097 0.13361 -2.90682
H 1.37578 0.77795 -4.55862
H 0.71619 -0.80581 -4.24784
C 2.69883 -0.83749 4.06325
C 1.40218 -1.02801 3.29696
O 1.21270 -0.35741 2.28683
N 0.41987 -1.83969 3.75632
C 0.53268 -2.88455 4.73612
H 2.72662 0.18717 4.43390
H 3.59459 -1.01935 3.46941
H 2.74733 -1.40344 4.99355
H -0.43194 -1.90963 3.21815
H -0.03845 -2.50016 5.58120
H 1.54263 -3.09483 5.08809
H 0.09948 -3.79907 4.33104
C 3.64437 -3.02216 0.42196
C 3.62784 -1.77391 -0.41730
O 2.64203 -1.03601 -0.45110
N 4.70619 -1.60044 -1.18455
C 4.83372 -0.78520 -2.36705
H 4.58011 -3.56487 0.28803
H 2.72810 -3.60172 0.30942
H 3.62956 -2.78231 1.48514
H 5.58525 -2.03228 -0.93786
H 3.91122 -0.92375 -2.93087
H 5.53460 -1.34138 -2.98957
H 5.27665 0.19104 -2.16988
C 2.09275 3.31592 -2.45883
C 2.51390 2.55438 -1.17642
O 1.83319 1.75860 -0.60781
N 3.75961 2.72455 -0.89705
C 4.49405 2.29643 0.30098
H 2.06256 4.40322 -2.38840
H 1.12925 2.92023 -2.78007
H 2.72501 3.18085 -3.33639
H 4.24661 3.15916 -1.66780
H 4.36286 1.25051 0.57835
H 4.12714 2.65020 1.26448
H 5.54785 2.57164 0.25784
C -1.75135 2.34458 2.83540
C -0.36701 2.64357 2.19028
O 0.10950 1.91862 1.33298
N 0.37185 3.59461 2.73152
C 1.81354 3.73796 2.51405
H -1.79141 1.36975 3.32140
H -2.56020 2.33246 2.10484
H -1.86069 3.26192 3.41389
H 0.05163 4.19548 3.47751
H 2.01098 3.23506 1.56737
H 2.33453 3.20138 3.30700
H 2.11836 4.78403 2.54427
*
```

## Properties
orbital gap (spin up / spin down)	7.91 / 5.88	eV